12
Properties=species:S:1:pos:R:3:forces:R:3:mulliken_charge:R:1 method="wB97M-V/def2-TZVPD" lumo_ev=1.0 homo_lumo_gap_ha=0.372
C 1.8878 -0.5747 -1.9726 0.050 -0.025 -0.081 -1.232
C 1.2951 -0.0579 -0.7399 -0.164 0.192 0.407 -0.133
C 0.8393 0.3809 0.2853 0.207 -0.199 -0.381 0.028
N -1.3523 1.0122 2.4597 -0.206 -0.094 -0.100 -0.807
N -2.0407 0.2572 1.7473 -0.341 -0.360 -0.170 0.496
C -2.6560 -0.5986 1.2082 0.388 0.507 0.289 -0.226
H 1.1230 -0.7908 -2.7255 0.092 0.042 0.138 0.283
H 2.5829 0.1571 -2.3959 -0.092 -0.109 0.048 0.276
H 2.4433 -1.4975 -1.7771 -0.083 0.132 -0.024 0.277
H 0.4230 0.7550 1.2019 0.127 -0.083 -0.217 0.521
H -1.8071 1.9252 2.5074 -0.030 -0.061 0.009 0.233
H -2.7382 -0.9682 0.2013 0.054 0.059 0.081 0.284



6
Properties=species:S:1:pos:R:3:forces:R:3:mulliken_charge:R:1 method="wB97M-V/def2-TZVPD" smiles="O=PC(Cl)Cl" lumo_ev=-1.1 homo_lumo_gap_ha=0.334
O 2.1596 0.9471 0.9992 0.353 1.426 0.085 -0.401
P 1.9846 -0.4948 1.0245 0.142 -1.292 0.085 0.393
C 0.4012 -0.7301 0.1021 -0.394 -0.147 -1.406 -0.037
Cl 1.1219 -1.5506 -1.5203 -0.843 1.212 1.671 -0.183
Cl -0.6945 -1.8426 0.8715 -0.048 -0.234 0.136 -0.115
H -0.1556 0.2324 -0.0519 0.789 -0.966 -0.571 0.343



94
Properties=species:S:1:pos:R:3:forces:R:3:lowdin_spin:R:1 method="wB97M-V/def2-TZVPD" spin_multiplicity=2 lumo_ev="-5.6 / -5.6" total_charge=+2 homo_lumo_gap_ha="0.226 / 0.230" s2=0.76
Ti 0.0785 -0.2945 0.2932 0.141 -0.761 0.482 0.982
C -3.6323 -3.7992 -0.5633 0.029 0.035 -0.020 0.000
N -3.6904 -2.3615 -0.8215 -0.012 -0.083 -0.011 0.000
C -4.5805 -1.7406 -1.6751 -0.001 0.095 0.010 0.001
C -4.3279 -0.4221 -1.6252 -0.028 -0.052 -0.040 0.000
N -3.2748 -0.2421 -0.7299 0.028 0.043 -0.024 0.001
C -2.8917 -1.4545 -0.2450 0.029 0.039 0.042 0.007
S -1.6838 -1.8441 0.8998 -0.071 0.072 0.153 0.009
C -2.7564 1.0492 -0.4286 -0.047 -0.039 -0.023 0.003
C -3.6472 2.1017 -0.2934 0.074 -0.008 0.006 0.000
C -3.1364 3.3821 -0.1535 -0.003 0.002 -0.002 0.002
C -1.7619 3.5687 -0.1653 -0.086 -0.102 -0.090 0.001
C -0.9594 2.4518 -0.2701 0.003 0.159 0.083 0.007
N -1.4346 1.2024 -0.3753 -0.273 0.277 -0.125 0.010
H -4.2685 -4.2961 -1.2893 0.006 -0.021 0.010 0.000
H -3.9835 -4.0127 0.4439 0.007 -0.007 -0.001 0.000
H -2.6052 -4.1409 -0.6711 -0.017 -0.015 0.008 0.000
H -5.3048 -2.2940 -2.2445 -0.016 -0.012 -0.012 0.000
H -4.7668 0.3992 -2.1609 -0.006 0.008 -0.007 0.000
H -4.7116 1.9181 -0.2934 -0.016 0.002 0.003 0.000
H -3.8091 4.2221 -0.0484 -0.006 0.019 0.005 0.000
H -1.3184 4.5507 -0.0957 -0.007 0.017 0.000 0.000
H 0.1200 2.5506 -0.2696 -0.019 0.001 0.055 0.002
C 2.4561 0.7084 3.7312 -0.034 -0.024 0.003 -0.001
N 1.0887 0.5819 4.2415 0.071 0.036 0.003 0.000
C 1.0183 0.5841 5.7028 -0.040 -0.004 0.023 0.000
P -0.2340 0.9461 3.3640 0.442 0.094 -0.245 0.000
O 0.1809 0.8572 1.8833 -0.257 0.092 -0.196 -0.001
N -0.8511 2.4614 3.5657 -0.022 0.094 -0.018 0.000
C -0.0993 3.5860 3.0052 -0.008 0.021 0.043 0.000
C -1.4856 2.8217 4.8379 -0.003 -0.034 0.055 0.000
N -1.4129 -0.0541 3.8402 -0.139 -0.043 0.224 0.000
C -1.1509 -1.3501 4.4675 -0.027 -0.068 -0.073 0.000
C -2.8277 0.2669 3.6858 -0.061 -0.069 -0.078 0.000
H 2.9305 1.6032 4.1425 0.016 -0.008 -0.021 0.000
H 2.4618 0.7581 2.6477 0.005 -0.001 -0.023 0.000
H 3.0348 -0.1663 4.0311 0.009 0.004 0.010 0.000
H 1.4795 1.4870 6.1104 -0.004 -0.016 0.016 0.000
H 1.5482 -0.2849 6.0957 0.013 0.005 0.004 0.000
H -0.0140 0.5344 6.0461 0.032 0.018 -0.003 0.000
H 0.4202 3.2892 2.0990 0.009 -0.019 -0.027 0.000
H 0.6362 3.9634 3.7227 0.008 0.007 -0.024 0.000
H -0.7888 4.3981 2.7697 0.003 0.001 0.002 0.000
H -1.9629 1.9583 5.2965 0.062 0.096 -0.002 0.000
H -2.2505 3.5775 4.6568 0.004 0.016 -0.008 0.000
H -0.7559 3.2325 5.5409 -0.007 0.005 0.009 0.000
H -0.1024 -1.6204 4.3672 -0.026 0.006 -0.003 0.000
H -1.7551 -2.1124 3.9737 0.014 -0.010 -0.002 0.000
H -1.4183 -1.3254 5.5261 -0.019 -0.024 0.001 0.000
H -2.9520 1.1959 3.1325 -0.002 -0.037 0.013 0.000
H -3.3090 0.3745 4.6611 -0.023 -0.043 -0.020 0.000
H -3.3247 -0.5391 3.1430 0.003 -0.014 -0.009 0.000
S -1.0387 -2.9487 -5.8516 -0.018 -0.036 0.022 0.001
C -0.6929 -2.1657 -4.3359 -0.069 -0.060 0.018 0.001
C -0.8343 -0.8009 -4.0855 0.026 0.044 0.055 0.000
C -0.5432 -0.3202 -2.8284 0.064 0.049 -0.011 0.002
N -0.1278 -1.0809 -1.8010 -0.150 -0.025 -0.190 -0.001
C 0.0260 -2.3984 -2.0577 0.015 0.059 0.014 0.001
C -0.2430 -2.9664 -3.2792 0.067 0.020 0.037 0.000
C -1.5936 -1.5810 -6.8397 -0.014 0.042 -0.088 0.000
C -0.6729 -0.7564 -7.4670 -0.015 0.018 -0.042 0.000
C -1.1577 0.2982 -8.2299 0.033 0.029 -0.008 0.000
N -2.4522 0.5523 -8.3933 0.007 -0.002 0.015 0.000
C -3.3222 -0.2610 -7.8043 -0.013 0.000 -0.019 0.000
C -2.9485 -1.3422 -7.0170 0.047 -0.049 0.047 0.000
H -1.1539 -0.1148 -4.8571 -0.002 -0.010 0.031 0.000
H -0.6356 0.7412 -2.6379 -0.008 -0.021 -0.002 0.000
H 0.3994 -2.9984 -1.2387 -0.027 -0.001 -0.010 -0.001
H -0.0794 -4.0272 -3.4138 -0.024 -0.017 -0.013 0.000
H 0.3904 -0.9286 -7.3717 0.017 -0.006 -0.009 0.000
H -0.4695 0.9658 -8.7344 0.004 0.004 -0.009 0.000
H -4.3706 -0.0435 -7.9703 -0.015 -0.001 -0.001 0.000
H -3.6930 -1.9835 -6.5658 -0.008 -0.005 0.006 0.000
C 7.4421 0.8953 -0.4748 0.022 0.004 -0.032 0.000
C 6.1391 0.2404 -0.1153 0.016 -0.002 0.015 -0.001
C 4.9411 0.6688 -0.6675 -0.011 0.021 0.055 0.000
C 3.7300 0.0775 -0.3248 0.014 -0.065 0.033 0.000
C 2.4908 0.5822 -1.0126 0.096 -0.029 0.159 0.000
C 3.7046 -0.9718 0.6006 0.038 0.004 -0.044 0.009
Te 1.9263 -2.0189 1.1310 -0.013 -0.080 -0.175 -0.034
C 4.9037 -1.4137 1.1786 -0.028 0.049 -0.039 -0.001
C 4.9494 -2.5420 2.1697 0.011 -0.035 0.036 -0.001
C 6.0931 -0.7983 0.8051 -0.005 0.024 0.019 0.001
H 7.3794 1.4059 -1.4348 -0.005 0.000 0.004 0.000
H 8.2475 0.1639 -0.5302 -0.002 0.000 0.006 0.000
H 7.7225 1.6347 0.2774 0.002 0.003 0.009 0.000
H 4.9507 1.4813 -1.3856 -0.010 0.011 -0.019 0.000
H 2.6316 1.5827 -1.4223 0.027 -0.035 -0.040 0.000
H 1.6999 0.6980 -0.2476 0.224 0.378 -0.025 0.003
H 2.1482 -0.0832 -1.8030 -0.020 -0.023 0.045 0.000
H 4.7172 -3.4956 1.6911 -0.023 -0.009 -0.005 0.000
H 4.2251 -2.4043 2.9749 0.011 0.011 0.003 -0.001
H 5.9391 -2.6239 2.6144 0.009 -0.005 -0.009 0.000
H 7.0179 -1.1467 1.2507 0.009 -0.003 0.005 0.000



12
Properties=species:S:1:pos:R:3:forces:R:3:mulliken_charge:R:1 method="wB97M-V/def2-TZVPD" smiles="CC=O.OOO" lumo_ev=0.9 homo_lumo_gap_ha=0.417
C 1.6237 -1.6957 0.6589 -0.876 0.615 -0.280 -0.904
C 0.9332 -0.5902 1.4519 0.899 -0.946 0.360 0.189
O 0.4977 0.4228 0.9865 -0.275 0.310 -0.318 -0.504
H 1.1208 -2.6617 0.8016 0.064 0.271 0.010 0.290
H 2.6429 -1.7979 0.9995 0.354 -0.027 0.236 0.290
H 1.6229 -1.4070 -0.3965 -0.013 -0.211 0.136 0.280
H 0.9223 -0.7421 2.5546 -0.143 0.001 -0.167 0.312
O -1.9252 2.4603 -2.3060 0.125 -0.358 -0.055 -0.309
O -1.8964 1.1125 -1.8656 0.014 0.155 0.086 -0.096
O -1.8277 1.1694 -0.4576 0.324 -0.295 -0.191 -0.310
H -2.8474 2.6556 -2.1142 -0.289 0.395 -0.075 0.340
H -0.8670 1.0738 -0.3131 -0.183 0.090 0.257 0.423



10
Properties=species:S:1:pos:R:3:forces:R:3:mulliken_charge:R:1 method="wB97M-V/def2-TZVPD" lumo_ev=-1.2 homo_lumo_gap_ha=0.290
C 0.6211 -0.1782 -0.2466 -2.654 0.639 -1.378 0.031
C 2.0541 0.0252 -0.1840 0.368 1.168 1.969 0.554
C 0.1199 3.4605 -0.3059 -1.551 -0.116 -0.104 0.069
C 0.0454 -1.3503 -0.6257 1.109 0.414 0.068 -0.699
O 1.2217 3.5952 -0.2458 1.102 0.846 -0.134 -0.056
S 2.7278 1.3965 0.4259 -0.013 -1.683 -0.644 -0.218
Cl 2.9675 -1.4013 -0.4759 0.729 -0.161 -0.336 -0.184
H -0.0661 0.7776 -0.1747 1.666 -2.039 0.080 0.016
H -1.0188 -1.3866 -0.8574 0.263 -0.143 0.333 0.264
H 0.6846 -2.2645 -0.7748 -1.019 1.075 0.145 0.221



44
Properties=species:S:1:pos:R:3:forces:R:3:mulliken_charge:R:1 method="wB97M-V/def2-TZVPD" lumo_ev=-0.9 homo_lumo_gap_ha=0.350
C -1.1700 2.1625 5.4230 -0.052 -0.160 -0.139 -1.424
C -1.4071 1.7915 3.9656 -0.016 0.203 0.182 -0.154
C -0.2850 2.2957 3.0677 -0.390 0.060 -0.040 -0.899
C -0.3305 1.8396 1.5971 0.354 0.089 0.247 -0.325
C -1.0987 0.5496 1.3494 0.022 0.012 -0.069 -0.852
C -1.2264 0.1710 -0.0806 -0.359 -0.004 0.115 -0.244
C -2.3764 -0.0404 -0.7662 -0.156 -0.159 0.252 0.926
N -3.7140 0.0323 -0.3333 0.223 0.723 -0.507 -0.562
C -4.2005 1.1480 -0.1977 -0.007 -0.423 0.421 0.571
S -4.8174 2.5355 0.0777 -0.189 0.097 -0.065 -0.340
N -2.0410 -0.3935 -2.0482 -0.551 -0.154 -0.042 0.002
C -0.7223 -0.4147 -2.1670 -0.162 0.103 -0.045 -0.577
N -0.2188 -0.0701 -0.9902 0.453 0.426 0.019 0.087
C 1.2585 -0.0902 -0.8332 0.007 -0.651 -0.595 -0.796
O 1.6340 -1.3597 -1.1765 0.621 -0.241 0.434 -0.162
C 2.0540 -2.2681 -0.1610 0.091 -0.089 0.096 -0.254
C 3.5667 -2.3619 -0.1350 -0.375 0.383 -0.095 -1.230
H -0.1844 1.8323 5.7398 0.165 -0.002 0.089 0.353
H -1.2429 3.2337 5.5813 0.029 0.170 0.049 0.339
H -1.8977 1.6659 6.0564 -0.139 0.041 0.175 0.385
H -2.3483 2.2359 3.6429 -0.204 -0.066 -0.105 0.232
H -1.5298 0.7132 3.9105 0.075 -0.190 -0.115 0.352
H 0.6689 2.0591 3.5321 0.176 -0.198 -0.043 0.403
H -0.3594 3.3803 3.0670 0.212 0.212 0.074 0.305
H -0.7330 2.6388 0.9807 -0.278 0.024 -0.136 0.517
H 0.6962 1.7192 1.2648 0.164 0.022 -0.134 0.090
H -0.6891 -0.2817 1.9202 0.225 -0.096 0.078 0.313
H -2.1174 0.6659 1.7041 -0.187 -0.009 0.117 0.549
H -2.7185 -0.6088 -2.7627 0.186 -0.105 -0.221 0.289
H -0.1620 -0.7058 -3.0450 0.089 -0.099 -0.104 0.671
H 1.5799 0.2261 0.1523 -0.295 0.026 0.277 0.554
H 1.6562 0.5754 -1.5924 0.039 0.293 0.004 0.231
H 1.6308 -3.2322 -0.4194 -0.147 -0.120 -0.149 0.371
H 1.6429 -1.9857 0.8116 -0.075 0.117 0.098 0.238
H 3.9027 -2.3110 -1.1643 0.188 -0.209 -0.162 0.325
H 3.9932 -1.5123 0.3920 0.175 0.018 0.144 0.314
H 3.8811 -3.2923 0.3216 0.178 -0.093 0.126 0.403
F 2.9285 -1.4605 -4.8706 -0.219 -0.990 -0.114 -0.351
P 1.3627 -1.8033 -5.2617 0.360 -0.034 -0.615 0.961
F 1.3341 -0.2962 -5.9277 0.155 0.049 0.996 -0.326
F 1.9561 -2.2999 -6.7041 -0.946 0.374 -0.040 -0.312
F 1.2499 -1.8488 -3.5975 -0.195 0.844 -0.245 -0.254
F 0.8800 -3.3732 -5.1795 0.845 0.226 0.446 -0.339
F -0.2857 -1.4612 -5.1444 -0.090 -0.419 -0.656 -0.381



Values for relative energy (zero: lowest compared OMol25 entry of this formula, charge and spin), kJ/mol, ordered as above
497.74; 0.00; 18.74; 554.57; 140.84; 0.00